The following is a quantum chemistry calculation of one molecule with the formula C5H7NO in a non-equilibrium geometry, from the Open Molecules 2025 dataset.

Summary:
- LUMO energy (eV) = 0.65
- E_HOMO (eV) = -10.300
- frontier orbital gap (eV) = 10.95
- ΔE to the lowest compared entry with this formula, charge and spin (kcal/mol) = 11.1
- SMILES = CC(=O)[C@@H](C)C#N

```
! RIJCOSX wB97M-V def2-TZVPD def2/J DEFGRID3
* xyz 0 1
O 0.6937 -1.5134 1.0020
N -0.5294 2.5989 -0.5312
C -0.5953 -0.0213 -0.3385
C -0.5595 1.4441 -0.4552
C 0.7263 -0.5766 0.2419
C 2.0169 0.0768 -0.1909
C -1.8118 -0.4929 0.4614
H -2.7400 -0.1570 -0.0088
H -0.6492 -0.4190 -1.3637
H 2.2601 0.8760 0.5252
H -1.7704 -0.0987 1.4804
H -1.8059 -1.5829 0.5190
H 1.9471 0.5318 -1.1845
H 2.8173 -0.6658 -0.1570
*
```

=====

The following is a quantum chemistry calculation of C55H55I2N4O2P2Rb as an isolated structure in a non-equilibrium geometry, from the Open Molecules 2025 dataset.

Summary:
- LUMO energy (eV) = 0.11
- E_HOMO (eV) = -6.655
- frontier orbital gap (eV) = 6.77

```
! RIJCOSX wB97M-V def2-TZVPD def2/J DEFGRID3
* xyz 0 1
I 5.3244 0.0850 1.7539
I 3.6950 -0.1510 7.6119
Rb 0.6078 0.8124 0.2132
P 1.6768 -1.0071 -2.2230
P -2.0249 -1.1742 -0.1288
O 2.2642 -0.2533 1.5692
O -0.7356 -2.1580 -2.3589
N -0.5592 0.1731 2.6490
N 1.2080 3.7138 2.3220
N -2.1805 1.9030 1.2790
N 1.3303 3.4800 -0.7058
C 2.5376 -0.2853 2.8002
C -1.4442 -3.2086 -1.8459
C -0.3446 -2.7859 -5.9568
C -4.2630 3.2993 2.4765
C -1.5442 0.8859 3.4193
C -0.2304 -2.2538 -3.6334
C -2.2354 -2.9016 -0.7320
C 3.2108 -0.2387 5.5410
C 3.4088 0.4944 -3.7803
C 1.5548 -0.5010 3.8210
C -4.1260 1.0034 -3.6107
C 0.4749 4.1659 3.4912
C -5.2915 -0.3487 2.2623
C -2.2245 0.6745 -2.1892
C 3.1858 -4.6404 -1.0172
C 2.0357 4.4833 0.0799
C -2.8376 1.3461 -3.2320
C -4.7832 -0.0324 -2.9656
C -3.4547 2.4592 3.2135
C -2.1276 -5.4990 -1.7446
C -3.0269 -1.9297 2.3053
C 4.4638 -0.6554 -1.9579
C 3.8659 -0.1354 3.2769
C 1.6750 -1.8562 -5.0307
C 1.8981 -0.4512 5.1541
C -4.1683 -0.7079 -1.9270
C 3.3270 -0.4096 -2.7207
C -2.4128 1.7804 2.5786
C -2.8887 -0.3446 -1.5175
C 1.0759 -1.7775 -3.7812
C 2.6453 -4.7748 0.2519
C 2.9000 -3.5267 -1.7867
C -5.0246 -1.1411 3.3659
C 4.6105 1.0992 -4.0961
C -4.4337 -0.3502 1.1763
C 2.1674 3.0990 -1.8301
C 0.9693 -2.3743 -6.1062
C 2.4961 3.1609 2.7151
C -0.9556 -2.7287 -4.7151
C -4.0194 3.4244 1.1145
C 0.0478 3.9788 -1.1751
C 2.0666 -2.5315 -1.2837
C 1.8000 -3.7971 0.7467
C 5.7449 0.8269 -3.3454
C -2.9557 -5.1993 -0.6775
C 4.2190 -0.1145 4.5993
C -2.9727 2.7005 0.5730
C 0.1635 -0.8733 3.3794
C -3.8841 -1.9300 3.3892
C -3.3010 -1.1546 1.1787
C -2.9938 -3.9137 -0.1615
C 5.6678 -0.0543 -2.2805
C 1.3707 4.8355 1.4082
C -1.3659 -4.5047 -2.3331
C 1.5091 -2.6833 -0.0195
H -4.6113 1.5393 -4.4132
H 0.3775 5.2541 1.2259
H 0.2577 -1.7318 2.7009
H -0.4264 -1.1892 4.2450
H -3.5592 -5.9754 -0.2327
H -2.1257 -2.5290 2.3223
H -4.6490 0.2854 0.3294
H 2.4015 3.9550 -2.4847
H 6.6804 1.3107 -3.5881
H 4.4037 -1.3090 -1.1022
H 0.1305 0.8449 2.3229
H 3.2201 3.9423 2.9927
H -3.6615 -2.5360 4.2575
H -4.6228 4.0659 0.4899
H 2.9137 2.5763 1.8990
H 3.1079 2.6801 -1.4722
H -3.6199 2.3133 4.2707
H 1.1368 -0.6039 5.9085
H 1.9868 5.6307 1.8734
H -5.7779 -0.3137 -3.2806
H 1.3805 -3.8998 1.7377
H -2.2107 0.1683 3.9133
H -6.1722 0.2783 2.2479
H -3.6255 -3.6997 0.6877
H -1.9812 -3.0466 -4.5873
H -0.6379 4.0806 -0.3371
H 3.0422 4.1067 0.2788
H 0.3920 3.3506 4.2074
H -5.0767 3.8328 2.9455
H 3.3297 -3.4223 -2.7745
H 0.1444 4.9576 -1.6728
H 6.5471 -0.2700 -1.6910
H 2.8816 -5.6403 0.8540
H -2.7739 2.7417 -0.4913
H -4.6800 -1.5179 -1.4253
H -0.7054 -4.7357 -3.1571
H -0.3935 3.2751 -1.8816
H 5.2525 -0.0214 4.8982
H 2.3700 2.4986 3.5708
H 3.8406 -5.4087 -1.4020
H 2.1338 5.4275 -0.4922
H 1.4400 -2.4433 -7.0749
H -2.3160 2.1367 -3.7550
H -0.5296 4.4680 3.1929
H 2.5244 0.7166 -4.3674
H -5.6966 -1.1377 4.2112
H 1.6629 2.3379 -2.4234
H 0.8636 -1.9096 0.3726
H -2.0643 -6.5080 -2.1241
H 0.9630 5.0176 3.9925
H -0.8987 -3.1638 -6.8037
H 2.6954 -1.5279 -5.1652
H 4.6631 1.7926 -4.9232
H -1.1054 1.5068 4.2220
H -1.2103 0.9231 -1.8945
*
```

=====

The following is a quantum chemistry calculation of one molecule with the formula C4H9NO in a non-equilibrium geometry, from the Open Molecules 2025 dataset.

Summary:
- LUMO energy (eV) = 0.94
- E_HOMO (eV) = -9.447
- frontier orbital gap (eV) = 10.39
- ΔE to the lowest compared entry with this formula, charge and spin (kcal/mol) = 59.8
- SMILES = NCCCC=O

```
! RIJCOSX wB97M-V def2-TZVPD def2/J DEFGRID3
* xyz 0 1
O -2.5553 -1.1383 0.2179
N 1.9723 2.3392 -0.3154
C -0.1521 -1.1111 -0.1756
C 0.0910 0.3683 0.1055
C 1.7228 0.8713 0.2471
C -1.5428 -1.7272 0.0288
H 0.1274 -1.3406 -1.2139
H 1.9986 0.8118 1.2533
H 1.1382 2.8682 -0.0051
H -0.1957 1.0789 -0.7200
H 0.4067 -1.5554 0.6098
H 2.4665 0.2406 -0.3105
H -1.5474 -2.8757 0.1062
H 1.9568 2.3052 -1.4364
H -0.4280 0.7908 0.9459
*
```

=====

The following is a quantum chemistry calculation of a 11-piece molecular cluster, C40H69Br8F15O16 overall in a non-equilibrium geometry, from the Open Molecules 2025 dataset.

Summary:
- LUMO energy (eV) = 0.14
- E_HOMO (eV) = -9.617
- frontier orbital gap (eV) = 9.76
- SMILES = CCOC(=O)C(F)(F)F.CCOC(=O)C(F)(F)F.CCOC(=O)C(F)(F)F.CCOC(=O)C(F)(F)F.CCOC(=O)C(F)(F)F.COCCOCCOC.COCCOCCOC.BrCCBr.BrCCBr.BrCCBr.BrCCBr

```
! RIJCOSX wB97M-V def2-TZVPD def2/J DEFGRID3
* xyz 0 1
Br -1.9185 4.3480 -2.2314
Br 0.6340 -0.1943 -6.1696
Br 0.0313 4.6615 2.7361
Br -5.5234 3.5804 0.5823
Br -3.5317 3.4328 3.4156
Br -0.3710 0.8494 -1.8456
Br 3.5643 1.6950 -7.1055
Br 1.1795 -2.9478 0.3962
F 1.1431 -6.1630 4.8010
F -7.4288 1.8460 -5.0538
F -3.8863 -2.7280 -2.5028
F 5.6676 2.1789 -3.1881
F 5.4477 4.2793 -2.9496
F -3.4479 0.4340 1.2825
F -1.7440 -3.2052 -2.1647
F 2.2735 -4.3846 5.1761
F -6.8053 3.6366 -6.0653
F -3.2246 -4.7796 -2.4042
F 5.3318 3.3821 -4.8801
F -1.8524 0.2438 2.7523
F -6.2928 3.3857 -4.0579
F -2.6290 -1.5148 1.7013
F 0.8222 -4.5025 3.5321
O -0.4405 -5.1243 6.5782
O 2.8375 3.7223 -4.2244
O 3.8485 -0.9735 -1.3617
O 5.9389 -1.2668 0.7282
O -5.1967 1.2254 -6.6743
O -5.2141 -0.8146 2.6998
O 2.3915 -2.8031 -3.1599
O 3.2764 0.5190 4.3901
O 3.6563 3.2069 0.0378
O -3.9219 -0.2068 4.4784
O -4.1886 2.1339 -4.8151
O -4.5440 -3.6033 -0.0090
O -2.2874 -3.9900 0.1996
O -0.2710 -3.0972 5.6453
O 1.9698 1.7080 2.1387
O 3.0918 1.9634 -2.8211
C 2.2413 3.0741 0.0896
C 2.2655 -0.1698 -5.1169
C 4.1075 3.9174 1.1722
C 3.5052 -0.0132 -6.0241
C 3.5161 0.9834 5.7114
C -4.1312 -0.3957 3.3223
C 3.4769 2.8725 -3.4875
C 1.8760 0.3126 4.0889
C 1.7938 0.4014 2.6300
C -6.4440 2.7092 -5.2005
C 3.6784 -3.1228 -2.5828
C -7.6928 -0.8314 2.5258
C 1.6738 -3.9013 -3.6635
C 5.2013 -0.0483 0.5211
C 1.7559 1.7850 0.7336
C 0.8342 4.5359 -5.2508
C -2.9761 -0.3523 2.2752
C 4.4603 -1.8773 -2.2461
C 6.1228 -1.6607 2.0318
C 0.6867 -0.8065 -1.3714
C -6.4518 -1.0147 3.5247
C 1.3914 3.5758 -4.1729
C -1.8213 3.1104 4.3674
C -3.0170 1.2855 -4.8814
C 1.0801 -4.8505 4.8054
C -3.8573 4.2391 -0.1903
C -2.5736 -5.9656 1.5026
C -3.4072 -3.6810 -0.3786
C -3.0565 -3.5560 -1.8803
C 4.7478 0.0675 -0.9108
C -3.3067 -0.0926 -4.3662
C -1.2574 -2.6000 6.5414
C -3.6383 3.4707 -1.4599
C 4.9745 3.2306 -3.6355
C 0.1597 -1.3980 -0.1123
C -2.3292 -4.5120 1.6132
C 0.0431 -4.3650 5.7999
C -1.3197 -1.1141 6.3309
C -5.1925 1.8820 -5.6503
C -0.5918 2.9863 3.4643
H 0.8222 0.0100 2.3358
H -7.5162 0.0908 1.9755
H 2.5290 -0.2808 2.2077
H 2.9598 0.4171 6.4251
H -1.9710 -0.6623 7.0744
H 3.5174 -3.8204 -1.7232
H -2.3977 -0.4630 -3.8763
H -1.6197 -0.9299 5.3245
H 4.5156 0.8124 6.0199
H 2.1846 -4.3864 -4.4973
H -3.4382 2.3966 -1.3733
H 1.2823 1.0480 4.6639
H 1.4556 -4.6838 -2.8833
H 5.2124 -1.9546 2.4968
H -3.5320 -6.0402 1.0663
H -0.2742 -0.6758 6.4318
H 0.1071 2.6406 4.2321
H 4.3957 0.0967 -5.4859
H -4.1365 -0.0848 -3.6414
H 5.4335 -2.2018 -1.8988
H 0.7204 -3.5454 -4.0813
H 4.1935 -3.6975 -3.4009
H 1.7059 -0.5609 -1.2638
H 1.9801 3.0069 -0.9860
H -3.1675 -3.9733 2.1102
H 5.6019 0.0933 -1.6490
H 1.0270 4.3323 -6.2584
H 5.7993 0.8636 0.6999
H 0.6146 -1.4737 -2.2145
H 1.1318 2.5967 -4.4927
H 2.1852 0.9060 0.1894
H 4.7190 -1.4212 -3.2075
H -2.1829 -2.9999 6.2673
H 0.3174 -0.8186 0.8089
H 2.3457 -1.1075 -4.6364
H -1.7629 -6.3972 0.8734
H -3.9166 5.2773 -0.3723
H -2.6583 -6.4007 2.5085
H 1.6183 -0.6458 4.5192
H -1.7287 3.9197 5.0679
H -3.0637 4.0414 0.5993
H -2.3747 1.8210 -4.2759
H 1.0364 5.5825 -5.1620
H 3.9278 4.9833 1.0835
H -0.9350 -2.8879 7.5172
H -0.3008 4.4903 -5.1273
H -0.6094 2.3245 2.6088
H 3.3684 2.0825 5.6609
H -1.3615 -4.3091 2.0301
H 3.8012 3.4325 2.1343
H 5.2020 3.8365 1.2401
H -6.3885 -0.2161 4.2909
H -2.5703 1.2328 -5.8995
H -6.3159 -2.0385 3.9606
H 0.7008 1.6477 0.5009
H 3.4545 -0.7141 -6.8477
H 1.7228 3.9874 0.4643
H -8.6615 -0.6611 3.0265
H 0.9685 3.9172 -3.1676
H 4.2807 0.0641 1.1180
H 6.5791 -0.9173 2.6632
H -1.9020 2.1507 4.8833
H 6.7865 -2.4908 2.0402
H -7.8209 -1.7376 1.9133
H -3.5967 -0.7785 -5.1232
H -0.9100 -1.6062 -0.2198
H 2.2124 0.5411 -4.3257
H 4.2506 1.0453 -0.8328
H -4.4680 3.6505 -2.1675
*
```

=====

The following is a quantum chemistry calculation of a 2-piece molecular cluster, CH2FNO overall in a non-equilibrium geometry, from the Open Molecules 2025 dataset.

Summary:
- LUMO energy (spin up / spin down) (eV) = -3.07 / -3.11
- E_HOMO (spin up / spin down) (eV) = -11.074 / -10.987
- frontier orbital gap (spin up / spin down) (eV) = 8.00 / 7.88
- ΔE to the lowest compared entry with this formula, charge and spin (kcal/mol) = 132.7

```
! RIJCOSX wB97M-V def2-TZVPD def2/J DEFGRID3
* xyz 0 1
F -1.9243 1.0833 0.0098
O -0.2700 -1.7128 0.1193
N 0.0725 0.5982 0.1683
C 0.3271 -0.6684 -0.0397
H 1.3710 -0.8432 -0.3443
H 0.4237 1.5428 0.0865
*
```

=====

The following is a quantum chemistry calculation of one molecule with the formula C2H3N3 in a non-equilibrium geometry, from the Open Molecules 2025 dataset.

Summary:
- LUMO energy (eV) = -0.53
- E_HOMO (eV) = -10.517
- frontier orbital gap (eV) = 9.98
- ΔE to the lowest compared entry with this formula, charge and spin (kcal/mol) = 69.1
- SMILES = C/N=N/C#N

```
! RIJCOSX wB97M-V def2-TZVPD def2/J DEFGRID3
* xyz 0 1
N 0.0207 -0.5073 -0.2246
N 3.2863 -0.1085 0.1480
N 0.8166 0.4114 -0.3385
C -1.2903 -0.0874 0.0546
C 2.2402 -0.0483 -0.3188
H -1.6262 -0.0891 1.2268
H -1.3476 1.0681 -0.0688
H -2.0997 -0.6389 -0.4786
*
```

=====

The following is a quantum chemistry calculation of C12AlB3O24 as an isolated structure in a non-equilibrium geometry, from the Open Molecules 2025 dataset.

Summary:
- LUMO energy (eV) = -6.83
- E_HOMO (eV) = -10.286
- frontier orbital gap (eV) = 3.46
- ΔE to the lowest compared entry with this formula, charge and spin (kcal/mol) = 10.9

```
! RIJCOSX wB97M-V def2-TZVPD def2/J DEFGRID3
* xyz 0 1
Al -4.8772 11.2663 2.6414
O -7.4548 17.9527 -2.7437
O -7.3602 16.3396 -1.2270
O -2.6668 11.2026 -3.0366
O -3.2841 12.2341 -1.0824
O -1.9292 15.6018 -3.4896
O -0.7251 14.9544 3.4213
O -5.1134 15.8098 -1.5867
O -2.4359 14.5448 0.4553
O -6.3788 12.2040 0.3292
O -3.4821 10.4937 0.2475
O -2.0460 13.5274 -2.7460
O -0.8159 15.8726 1.4013
O -0.7056 15.4269 -1.0503
O -6.5481 14.0225 -0.9389
O -2.2438 16.9719 -0.1168
O -0.5858 16.3983 -3.0412
O -4.7727 17.1316 -3.3637
O -4.8214 14.9694 -4.1399
O -2.8100 9.0502 -2.3092
O -2.6867 13.0812 2.0887
O -4.3233 13.0746 -3.0839
O -5.7221 14.0981 2.3759
O -2.5184 18.2228 -1.9349
O -6.0632 15.5786 0.7070
C -4.0726 14.2417 -3.6017
C -1.1599 14.9632 2.3214
C -3.2806 10.9450 -0.8302
C -6.0215 14.3905 1.2649
C -2.0852 17.2965 -1.3490
C -5.4383 16.6752 -2.5083
C -2.5479 14.5832 -3.2827
C -2.8882 10.2202 -2.1584
C -6.9033 17.1066 -2.1685
C -0.9121 16.3700 -1.9220
C -2.1934 14.0511 1.6433
C -6.3338 13.3747 0.1556
B -6.2752 15.4704 -0.7569
B -3.0931 12.4854 -2.4926
B -1.5279 15.6694 0.1588
*
```

=====

The following is a quantum chemistry calculation of C11H28Cl3GeN7O2PdSSi as an isolated structure, from the Open Molecules 2025 dataset.

Summary:
- LUMO energy (spin up / spin down) (eV) = 2.44 / 2.43
- E_HOMO (spin up / spin down) (eV) = -3.517 / -4.934
- frontier orbital gap (spin up / spin down) (eV) = 5.96 / 7.37
- ΔE to the lowest compared entry with this formula, charge and spin (kcal/mol) = 22.3

```
! RIJCOSX wB97M-V def2-TZVPD def2/J DEFGRID3
* xyz -1 2
Pd 0.5863 -1.1619 1.2542
Ge 2.7943 -0.7711 0.4988
Cl 4.0388 -2.5685 -0.1185
Cl 3.1074 0.4866 -1.3771
Cl 4.3203 0.2255 1.7982
S -1.3268 -2.7255 1.1765
Si -0.0003 1.7321 2.4373
O 0.0364 -0.8956 -4.0537
O 0.0376 -2.4543 -2.4631
N -1.5322 -4.9374 -0.2384
N -1.5978 5.7191 -0.4958
N -0.8797 1.0330 -2.5766
N -0.9946 4.2737 -2.2158
N 0.6211 -4.1426 0.0220
N 1.5897 2.5574 0.1788
N 0.0694 4.1786 -0.1048
C -0.6171 -0.2156 -1.8554
C 0.5188 0.0628 3.0125
C -0.5647 2.8713 3.8412
C -1.1907 -6.3392 -0.4216
C -1.4364 1.6062 1.2238
C -0.7903 4.6877 -0.9213
C 0.9279 3.2598 -0.7081
C 1.2051 -4.8128 -1.1353
C 1.4946 2.6269 1.6419
C -0.6816 -4.0046 0.2529
C -0.1285 -1.3079 -2.7962
H 1.4730 3.6753 1.9426
H -0.1938 0.0650 -4.0166
H 1.5041 0.0653 3.4834
H -1.9628 2.5562 1.1142
H -2.5337 5.7237 -0.8684
H -0.3438 1.8074 -2.1876
H -0.4263 -6.6453 0.2943
H -0.2071 3.6879 -2.4951
H -1.0813 1.2994 0.2377
H -2.1420 0.8455 1.5709
H 2.4094 2.1795 2.0372
H -0.2107 -0.4294 3.6631
H 2.2575 1.8897 -0.1876
H -1.4296 2.4544 4.3637
H -1.8535 1.2972 -2.5082
H -1.5476 5.8485 0.5032
H -0.8362 3.8583 3.4553
H 1.1780 -3.3914 0.4233
H 0.5309 -4.7442 -1.9855
H -1.4981 -0.6068 -1.3436
H 0.1439 -0.0766 -1.0763
H -2.0842 -6.9344 -0.2422
H 1.4535 -5.8539 -0.9230
H 0.2351 2.9998 4.5754
H -0.8322 -6.5528 -1.4282
H -2.4900 -4.7329 -0.0101
H -1.2368 5.0088 -2.8619
H 2.1172 -4.2778 -1.3860
*
```

=====

The following is a quantum chemistry calculation of a 2-piece molecular cluster, C4H9NO4 overall in a non-equilibrium geometry, from the Open Molecules 2025 dataset.

Summary:
- LUMO energy (eV) = 0.67
- E_HOMO (eV) = -7.402
- frontier orbital gap (eV) = 8.07
- ΔE to the lowest compared entry with this formula, charge and spin (kcal/mol) = 38.4
- SMILES = NC=C(O)O.CC(=O)O

```
! RIJCOSX wB97M-V def2-TZVPD def2/J DEFGRID3
* xyz 0 1
O 1.3820 -1.2775 0.2248
O 1.6974 0.0276 -1.5968
O -1.3440 1.7358 -0.7280
O 0.7489 1.9472 0.3095
N -0.2009 0.2738 2.4088
C -0.4705 1.3231 0.2412
C 1.0183 -0.8152 -1.0158
C -0.9211 0.5951 1.2895
C -0.0730 -1.6161 -1.6605
H -1.0448 -1.1690 -1.4426
H -1.9282 0.1866 1.2764
H 0.7491 -1.9162 0.6077
H 0.0786 -1.6442 -2.7428
H -0.7555 0.3020 3.2615
H -0.0607 -2.6484 -1.3016
H 0.6500 0.8406 2.4620
H 1.3175 1.4710 -0.3401
H -0.8431 2.3836 -1.2532
*
```